# 1
# C8H24O8

A cluster of 4 separate species, C8H24O8 in total in a non-equilibrium geometry (the ωB97M-V functional and the def2-TZVPD basis, OMol25).

Orbital gap, eV: 9.7
ΔE to the lowest compared entry with this formula, charge and spin, kJ/mol: 626.13
Molecular weight, g/mol: 248.27
SMILES: OCCO.OCCO.OCCO.OCCO
Total charge: 0

Last column: Löwdin charge in e.
Positions of all 40 atoms, in Å:
1 C 5.60 -1.41 0.22  -0.285
2 C 5.45 -0.07 0.92  -0.265
3 O 5.35 -0.32 2.30  -0.079
4 O 5.14 -1.22 -1.10  -0.077
5 H 4.96 -1.95 0.94  0.118
6 H 6.56 -1.97 0.22  0.132
7 H 4.56 0.73 0.62  0.161
8 H 6.60 0.49 0.83  0.169
9 H 4.46 -0.37 2.47  0.030
10 H 4.35 -1.77 -1.24  0.095
11 C -3.58 -2.65 2.64  -0.220
12 C -3.58 -2.69 1.12  -0.203
13 O -3.98 -1.46 0.45  -0.137
14 O -2.78 -3.66 3.17  -0.047
15 H -4.50 -2.83 3.00  0.096
16 H -3.15 -1.84 2.90  0.059
17 H -4.24 -3.53 0.86  0.134
18 H -2.81 -2.96 0.75  0.006
19 H -3.32 -0.63 0.69  0.130
20 H -3.07 -4.56 3.35  0.092
21 C 0.44 -0.29 -0.55  -0.209
22 C -0.26 0.03 0.82  -0.238
23 O -1.69 0.00 0.65  -0.156
24 O 1.82 -0.24 -0.23  -0.046
25 H -0.03 0.31 -1.25  0.079
26 H 0.05 -1.34 -0.61  0.145
27 H 0.08 1.12 1.18  0.153
28 H -0.09 -0.48 1.71  0.090
29 H -1.69 0.91 0.06  0.134
30 H 2.04 0.64 -0.47  0.063
31 C -2.00 4.11 -2.75  -0.318
32 C -1.46 2.78 -2.38  -0.181
33 O -2.25 2.24 -1.24  -0.061
34 O -1.35 4.53 -3.86  -0.059
35 H -2.01 5.01 -1.95  0.185
36 H -2.99 3.85 -2.89  0.087
37 H -0.40 2.82 -1.94  0.148
38 H -1.43 2.14 -3.18  0.095
39 H -3.12 2.29 -1.45  0.034
40 H -1.68 4.21 -4.76  0.147

# 2
# C2H3GdO2

A structure of composition C2H3GdO2 in a non-equilibrium geometry (the ωB97M-V functional and the def2-TZVPD basis, OMol25).

Orbital gap (spin up / spin down), eV: 9.4 / 7.0
ΔE to the lowest compared entry with this formula, charge and spin, kJ/mol: 491.88
Molecular weight, g/mol: 216.29
Multiplicity: 8
Total charge: +2
Expectation value of S²: 16.227

Last column: Löwdin charge in e.
Positions of all 8 atoms, in Å:
1 H -1.82 0.91 -1.41  0.143
2 C -1.48 0.03 -0.86  0.031
3 C -1.84 -0.61 0.18  -0.091
4 H -2.79 -0.65 0.70  0.094
5 O 0.40 0.52 -1.07  -0.203
6 O 1.34 -0.40 -0.47  -0.226
7 H 1.30 -1.20 -1.01  0.150
8 Gd 0.23 0.03 1.49  2.102

# 3
# C12H12BrN

The molecule C12H12BrN in a non-equilibrium geometry (the ωB97M-V functional and the def2-TZVPD basis, OMol25).

Orbital gap (spin up / spin down), eV: 5.3 / 6.0
Molecular weight, g/mol: 250.14
Multiplicity: 3
Total charge: 0
Expectation value of S²: 2.023

Last column: Löwdin charge in e.
Positions of all 26 atoms, in Å:
1 C -0.15 1.45 3.81  -0.088
2 C 1.02 1.61 3.10  -0.094
3 C -1.20 0.74 3.31  -0.112
4 C 1.27 0.89 1.96  -0.001
5 C -1.07 0.07 2.16  -0.023
6 C 0.15 0.18 1.39  -0.169
7 C 0.99 -1.67 -2.48  -0.184
8 C 1.04 -0.51 -3.09  -0.124
9 C 0.15 -2.19 -1.46  -0.084
10 C -0.03 0.64 -3.11  -0.174
11 C -0.26 -1.62 -0.34  -0.139
12 C -1.37 0.44 -3.17  -0.687
13 N 0.23 -0.44 0.14  0.110
14 Br -2.59 1.80 -3.31  0.696
15 H -0.30 2.13 4.64  0.106
16 H 1.80 2.18 3.47  0.089
17 H -2.10 0.68 3.87  0.105
18 H 2.18 1.04 1.48  0.092
19 H -1.91 -0.54 1.84  0.115
20 H 1.86 -2.27 -2.75  0.105
21 H 1.95 -0.34 -3.59  0.070
22 H -0.21 -3.19 -1.57  0.105
23 H 0.21 1.67 -3.15  0.059
24 H -0.80 -2.17 0.38  0.102
25 H -1.75 -0.50 -3.04  0.005
26 H 0.91 -0.09 -0.49  0.120